[1]
# C25H26BF4N5O6PdS

C25H26BF4N5O6PdS as an isolated structure (the ωB97M-V functional and the def2-TZVPD basis, the Open Molecules 2025 dataset).

Structure (XYZ):
```
69
Properties=species:S:1:pos:R:3
Pd -0.23953 -0.00731 0.11172
C 0.85961 0.16466 -3.02430
O 0.59024 -0.64129 -1.88152
C 1.33400 -1.77816 -1.67658
C 2.20761 -2.32584 -2.59668
C 2.90611 -3.48732 -2.29077
C 2.71603 -4.11640 -1.07028
C 1.83873 -3.59567 -0.14602
C 1.14730 -2.40379 -0.41559
N 0.33230 -1.81237 0.51045
N 0.31664 -2.32368 1.70903
C -0.33080 -1.81320 2.75330
C -1.19621 -0.64866 2.71158
O -1.50761 -0.03359 1.62115
C -1.79308 -0.21127 3.91872
C -1.56932 -0.82958 5.11289
C -0.74719 -1.97971 5.19115
C -0.52356 -2.65008 6.40600
C 0.23991 -3.78994 6.45300
C 0.83223 -4.28602 5.28737
C 0.65217 -3.63652 4.09370
C -0.14524 -2.48390 4.00897
H 1.89731 0.50674 -3.02214
H 0.19003 1.02201 -2.95618
H 0.63843 -0.38721 -3.94167
H 2.35900 -1.85836 -3.55532
H 3.59272 -3.89850 -3.01262
H 3.25752 -5.01922 -0.83709
H 1.66455 -4.07728 0.80238
H -2.45443 0.63583 3.82721
H -2.02592 -0.45387 6.01551
H -0.96451 -2.24702 7.30747
H 0.39164 -4.29944 7.39230
H 1.43968 -5.17541 5.33466
H 1.10708 -4.00327 3.18898
C 8.94220 -0.81333 0.71097
C 7.72953 -0.90010 -0.18887
S 6.56102 0.44659 0.18736
O 5.38564 0.26976 -0.62506
O 7.24017 1.70509 0.12927
C 6.05233 0.17513 1.92895
C 5.18753 1.35374 2.35575
N 3.98624 1.49003 1.56272
C 2.95671 0.61921 1.51870
N 2.02808 1.00420 0.65235
C 2.47219 2.15339 0.09261
C 3.69212 2.47643 0.64196
N 4.46235 3.63926 0.39973
O 4.27399 4.20847 -0.64726
O 5.22831 4.00467 1.27398
C 2.83208 -0.59216 2.36236
H 9.74263 -1.45172 0.34130
H 8.70815 -1.12427 1.72697
H 9.29726 0.21472 0.72753
H 7.18156 -1.83313 -0.08799
H 7.99508 -0.74714 -1.23275
H 6.94905 0.15141 2.53929
H 5.53584 -0.77836 1.95488
H 5.77490 2.27087 2.23671
H 4.90058 1.25423 3.40927
H 1.89362 2.71965 -0.61278
H 3.54845 -0.60088 3.17612
H 2.95929 -1.49407 1.76239
H 1.82556 -0.61875 2.78006
F -1.04673 1.87131 -0.51690
B -1.14722 3.12931 -1.35545
F -1.11651 2.67548 -2.64606
F -0.02055 3.83172 -1.04670
F -2.28994 3.75773 -1.03486
```

frontier orbital gap (alpha / beta) = 6.560 / 6.306 eV
HOMO level (alpha / beta) = -8.175 / -8.234 eV
<S²> = 2.018
2S+1 = 3
energy relative to the best compared isomer or geometry (same formula, charge and spin) = 51.72 kJ/mol


[2]
# C6H14P

An isolated ion of composition C6H14P and charge +1 (the ωB97M-V functional and the def2-TZVPD basis, the Open Molecules 2025 dataset).

Structure (XYZ):
```
21
Properties=species:S:1:pos:R:3
C 0.00227 -1.67955 0.69198
C 0.25515 0.61111 0.68480
C -0.75471 1.20574 1.59560
C 1.69290 0.90016 0.91127
C 0.92683 -0.66656 -1.97985
C -1.92430 -0.37359 -1.17664
P -0.22279 -0.52852 -0.58688
H 0.97344 -2.09761 0.88441
H -0.79795 -1.88069 1.37668
H -1.72365 0.71506 1.53950
H -0.89590 2.25736 1.32777
H -0.41679 1.18609 2.63090
H 1.96621 0.78362 1.95974
H 1.90117 1.93968 0.64601
H 2.33425 0.27215 0.29690
H 1.40156 0.29463 -2.17382
H 0.36171 -0.97301 -2.85931
H 1.68990 -1.41342 -1.77151
H -1.95754 0.25913 -2.06244
H -2.56962 0.04910 -0.40837
H -2.27617 -1.37467 -1.42837
```

frontier orbital gap = 8.788 eV
HOMO level = -12.921 eV
total charge = +1
energy relative to the best compared isomer or geometry (same formula, charge and spin) = 223.28 kJ/mol


[3]
# C3H14O4

A 4-piece molecular cluster, C3H14O4 overall (the ωB97M-V functional and the def2-TZVPD basis, the Open Molecules 2025 dataset).

Structure (XYZ):
```
21
Properties=species:S:1:pos:R:3
C -0.03118 3.10408 -0.75058
C 1.03397 2.03521 -0.24697
C 0.71438 1.25153 1.06395
O 1.59865 0.12835 1.09557
H -0.99921 2.67586 -0.80544
H 0.28561 3.68781 -1.68038
H -0.08128 3.98795 -0.09657
H 1.13410 1.33845 -1.06700
H 1.94722 2.58284 -0.13074
H 0.65027 1.82079 2.06971
H -0.27933 0.68811 1.02553
H 1.53262 -0.10866 2.02211
O -2.42211 -0.73955 -0.99845
H -2.52877 -1.64560 -0.52425
H -2.46403 -0.20064 -0.16100
O 0.47075 -2.61483 -1.72597
H 1.37905 -2.33217 -2.04311
H 0.53116 -2.73992 -0.72734
O -0.82117 -2.34968 1.47069
H -0.54191 -1.52791 1.01852
H -1.47760 -1.96613 1.96690
```

frontier orbital gap = 10.757 eV
HOMO level = -10.530 eV
structure (SMILES) = CCCO.O.O.O
energy relative to the best compared isomer or geometry (same formula, charge and spin) = 195.31 kJ/mol


[4]
# H4NPSi

One molecule with the formula H4NPSi (the ωB97M-V functional and the def2-TZVPD basis, the Open Molecules 2025 dataset).

Structure (XYZ):
```
7
Properties=species:S:1:pos:R:3
H -2.81636 -1.00129 0.54443
P -2.04458 0.20228 -0.11863
N -0.47875 -0.51443 0.04605
Si 1.03162 0.26752 -0.04692
H 0.72180 1.59721 0.60838
H 1.94319 -0.87386 0.51172
H 1.64308 0.32256 -1.54503
```

frontier orbital gap = 7.805 eV
HOMO level = -9.248 eV
structure (SMILES) = [H]/P=N/[SiH3]
energy relative to the best compared isomer or geometry (same formula, charge and spin) = 116.67 kJ/mol


[5]
# C29H25BrClFeN9O5S2

C29H25BrClFeN9O5S2 as an isolated structure (the ωB97M-V functional and the def2-TZVPD basis, the Open Molecules 2025 dataset).

Structure (XYZ):
```
73
Properties=species:S:1:pos:R:3
Fe 0.70024 -0.89133 0.29102
N 1.12463 -0.19833 5.18196
C 1.48873 -0.46556 3.84937
S 1.89750 -2.09451 3.51411
N 1.48973 0.60187 3.10648
N 1.71752 0.49101 1.73333
C 2.25897 1.55805 1.27304
C 2.56985 1.88976 -0.10444
C 3.02609 3.18506 -0.36535
C 3.36753 3.61124 -1.63599
C 3.25528 2.69482 -2.68878
C 2.81975 1.40879 -2.46877
C 2.45478 0.94780 -1.16979
O 2.06130 -0.25324 -0.99742
H 0.74698 -1.02203 5.62511
H 0.53003 0.61669 5.24970
H 2.49586 2.33210 2.00741
H 3.10744 3.87246 0.47257
H 3.70989 4.62381 -1.81015
H 3.50844 3.00350 -3.69886
H 2.71543 0.70022 -3.28196
N 4.84672 -5.73089 1.57290
C 4.08082 -4.60282 1.37563
N 4.30746 -3.56326 2.19530
N 3.21218 -4.64413 0.40154
C 2.44868 -3.56181 0.25622
N 1.76256 -2.66027 0.06871
H 5.75048 -5.59542 1.99115
H 4.81384 -6.37399 0.79967
H 4.76139 -3.75689 3.07290
H 3.56859 -2.84369 2.28487
S -3.97614 3.73242 -0.83325
C -2.58748 2.65878 -0.48879
C -2.35395 2.21432 0.80622
C -1.27276 1.37617 1.02300
N -0.45583 0.99314 0.04371
C -0.68805 1.41189 -1.19350
C -1.75075 2.24899 -1.51031
C -3.18333 5.30798 -0.57548
C -3.47404 6.07023 0.54689
C -2.85667 7.30396 0.69477
N -1.98778 7.80746 -0.17683
C -1.70646 7.05980 -1.24403
C -2.27555 5.82141 -1.49258
H -3.00116 2.50584 1.62217
H -1.03630 0.99096 2.00734
H -0.02599 1.04099 -1.96272
H -1.92877 2.53114 -2.53819
H -4.16611 5.70417 1.29311
H -3.06966 7.91500 1.56601
H -0.98749 7.47391 -1.94236
H -2.00882 5.25892 -2.37691
Cl -2.19909 -3.13870 4.33149
C -2.47576 -2.37430 2.72605
C -1.23944 -2.46870 1.81052
O -0.87793 -3.57700 1.43659
O -0.78524 -1.31786 1.50808
H -2.74618 -1.34045 2.91404
H -3.30080 -2.91714 2.27094
Br -3.32830 -7.28600 -3.37231
C -2.65613 -5.52126 -3.04860
C -1.95768 -5.26829 -1.88162
C -1.46909 -3.98629 -1.65866
C -1.69014 -2.97768 -2.59104
C -2.40132 -3.26091 -3.75041
C -2.88937 -4.53740 -3.99423
C -1.15320 -1.56453 -2.34104
O -1.45637 -0.68544 -3.16857
O -0.45578 -1.45562 -1.30858
H -1.79487 -6.05141 -1.15352
H -0.92567 -3.75744 -0.74783
H -2.56218 -2.45413 -4.45429
H -3.44111 -4.76597 -4.89673
```

frontier orbital gap (alpha / beta) = 5.459 / 5.469 eV
HOMO level (alpha / beta) = -1.718 / -1.728 eV
total charge = -2


[6]
# CH3N2O3S

An isolated ion of composition CH3N2O3S and charge +1 (the ωB97M-V functional and the def2-TZVPD basis, the Open Molecules 2025 dataset).

Structure (XYZ):
```
10
Properties=species:S:1:pos:R:3
C -1.12553 2.09391 -0.15560
N -0.74102 1.05200 0.13942
S -0.75444 -0.90248 0.43267
O -1.50915 -0.91669 1.56618
O -1.16311 -1.34902 -0.89176
O 0.81176 -1.00227 0.70395
N 1.54263 -0.74768 -0.47919
H -1.35003 3.15996 -0.40652
H 2.07499 0.03263 -0.08749
H 2.21390 -1.42036 -0.82166
```

frontier orbital gap = 10.761 eV
HOMO level = -15.962 eV
total charge = +1
structure (SMILES) = C#[N+]S(=O)(=O)ON
energy relative to the best compared isomer or geometry (same formula, charge and spin) = 170.24 kJ/mol


It is found that the calculated total energy values, taken in the order of the records, are -2643.91630; -578.05299; -423.59416; -687.90391; -7083.57905; -772.87530 hartree.
It is found that the max |F| values, taken in the order of the records, are 3.31; 2.12; 3.79; 6.56; 1.33; 6.63 eV/A.